No. 1
Formula: C31H56BaBrN4OP3
Source: OMol25
Level of theory: the ωB97M-V functional and the def2-TZVPD basis

The multiplicity is 1. Its energy above the lowest of the compared OMol25 structures with the same formula, charge and spin is 0.0 kcal per mole. As for the HOMO-LUMO gap: 5.629 eV. As for the net charge: +2.

The geometry in XYZ format:
```
97
Properties=species:S:1:pos:R:3:forces:R:3:lowdin_charge:R:1
C -3.6453 -4.7580 -4.4039 0.03 -0.09 -0.25 -0.003
C -2.3011 -4.4944 -4.0742 -0.61 -0.87 -0.63 -0.215
C -1.3384 -4.6270 -5.1078 -0.14 -0.13 0.19 0.011
C -1.7568 -5.0832 -6.3669 -0.20 0.34 0.66 -0.108
N -3.0309 -5.3611 -6.6378 -0.10 -0.21 -0.10 0.081
C -3.9582 -5.2017 -5.6949 0.42 0.27 0.34 -0.106
C -1.9873 -3.9907 -2.7640 1.06 2.94 0.53 0.106
C -1.6547 -3.1277 -1.9321 -0.56 -1.49 -2.37 -0.124
C -1.1969 -1.7447 -1.7953 0.10 0.45 0.32 -0.437
C -2.1141 -0.6853 -1.6075 -0.26 -0.03 -0.32 -0.083
C -1.6591 0.6248 -1.4317 0.15 -0.07 0.18 -0.038
C -0.2832 0.8842 -1.3623 -0.33 -0.14 -0.43 -0.301
C 0.6291 -0.1651 -1.5308 -0.15 0.11 0.21 -0.104
C 0.1802 -1.4706 -1.6905 0.04 -0.19 -0.40 -0.096
Ba -1.4388 -2.5014 0.8510 0.25 0.46 1.89 1.717
P 0.4092 2.5506 -1.1714 -0.34 -0.80 0.02 1.026
H -0.2950 -4.3519 -4.9739 -0.19 -0.21 0.22 0.117
H -4.4508 -4.5808 -3.6955 0.24 -0.20 0.02 0.118
H -1.0411 -5.2223 -7.1838 -0.24 0.11 0.35 0.123
H -4.9913 -5.4298 -5.9716 0.36 0.11 0.09 0.122
H 0.9021 -2.2919 -1.7486 -0.23 0.33 -0.08 0.123
H -3.1944 -0.8901 -1.6424 0.54 0.12 -0.06 0.138
H 1.7053 0.0358 -1.5088 -0.33 -0.22 0.10 0.099
H -2.3824 1.4470 -1.3504 0.27 -0.50 0.04 0.121
C 1.2687 2.4550 0.4070 0.22 -0.17 0.39 -0.334
C 2.3577 3.4745 0.7291 0.25 0.26 -0.03 -0.092
H 1.6697 1.4332 0.4951 -0.13 0.16 -0.22 0.013
H 0.4893 2.4660 1.1802 0.07 0.03 -0.48 0.045
H 2.4436 3.5808 1.8211 -0.01 0.00 -0.41 0.092
H 3.3299 3.1235 0.3583 -0.25 0.25 0.01 0.078
H 2.1374 4.4601 0.2995 0.19 -0.14 0.20 0.070
C 1.4074 2.7612 -2.6517 0.53 0.22 0.04 -0.299
C 0.6439 2.4057 -3.9347 -0.10 0.05 -0.16 -0.099
H 2.3062 2.1388 -2.5236 -0.15 0.17 -0.05 0.093
H 1.7343 3.8110 -2.6823 0.09 -0.28 0.03 0.103
H 1.3454 2.3809 -4.7759 -0.17 0.09 0.18 0.094
H 0.1602 1.4228 -3.8804 0.15 0.23 0.01 0.072
H -0.1254 3.1581 -4.1539 0.20 -0.20 -0.01 0.083
C -0.9406 3.7396 -1.2459 -0.42 0.06 0.06 -0.320
C -0.5377 5.2209 -1.2891 0.04 0.20 0.07 -0.103
H -1.6195 3.5542 -0.3955 0.25 0.00 -0.26 0.093
H -1.4918 3.4766 -2.1634 0.09 0.06 0.24 0.099
H -1.4495 5.8219 -1.4227 0.36 -0.17 0.05 0.093
H -0.0625 5.5370 -0.3482 -0.11 -0.08 -0.36 0.080
H 0.1348 5.4483 -2.1310 -0.22 -0.09 0.33 0.080
Br 0.9685 -0.8974 1.7491 -0.17 -0.32 -0.05 -0.116
P 5.1107 -1.5887 -0.7763 0.73 0.11 -0.16 0.975
C 4.5883 0.1263 -1.2569 -0.02 -0.07 -0.03 -0.461
C 5.8009 1.0519 -1.3613 -0.11 0.29 -0.10 -0.176
H 3.8802 0.4883 -0.4941 -0.01 0.06 -0.22 0.044
H 4.0633 0.0653 -2.2237 0.14 0.04 0.14 0.061
H 5.5188 1.9845 -1.8636 0.16 0.00 0.12 0.060
H 6.1937 1.3039 -0.3688 -0.01 -0.09 -0.21 0.074
H 6.6074 0.5849 -1.9405 -0.22 0.11 0.16 0.067
C 4.4735 -1.6579 0.9480 -0.29 -0.06 -0.08 -0.475
C 5.3180 -2.5152 1.8907 -0.16 0.07 0.12 -0.166
H 3.4309 -2.0033 0.9113 0.21 0.14 0.24 -0.004
H 4.4578 -0.6210 1.3118 -0.04 -0.19 -0.03 0.066
H 4.9428 -2.3869 2.9107 0.09 -0.14 -0.06 0.068
H 5.2565 -3.5778 1.6393 0.08 0.11 0.00 0.068
H 6.3703 -2.2125 1.8824 -0.17 -0.08 -0.08 0.068
C 3.9411 -2.5924 -1.7952 -0.01 -0.09 0.30 -0.449
C 4.6440 -3.1461 -3.0393 -0.21 -0.13 -0.06 -0.174
H 3.0834 -1.9656 -2.0772 -0.02 -0.23 0.05 0.035
H 3.5892 -3.4097 -1.1499 -0.02 0.08 -0.19 0.076
H 4.0281 -3.9254 -3.5000 0.12 0.10 -0.07 0.065
H 4.8105 -2.3628 -3.7876 0.05 -0.11 0.15 0.069
H 5.6152 -3.5856 -2.7832 -0.23 0.11 -0.04 0.066
C -1.4874 -1.7474 4.8202 0.14 0.02 -0.21 -0.095
N -2.5157 -0.7010 4.7222 0.07 0.28 -0.25 -0.300
C -3.1963 -0.3746 5.9818 -0.03 -0.04 0.29 -0.114
P -2.5915 0.3041 3.3998 -1.05 -0.20 1.58 0.549
O -2.3503 -0.4823 2.1291 0.01 0.37 0.14 -0.601
N -4.1620 0.9075 3.5611 0.38 -0.33 -0.37 -0.307
C -4.5559 2.1783 2.9373 0.23 0.09 -0.02 -0.091
C -5.2230 -0.1133 3.5752 0.03 -0.07 -0.08 -0.091
N -1.5591 1.5817 3.6730 -0.10 -0.13 -0.93 -0.277
C -1.4213 2.6070 2.6396 0.00 0.15 0.14 -0.130
C -1.4172 2.1465 5.0190 -0.18 0.08 0.17 -0.075
H -1.1908 -1.8642 5.8783 -0.13 -0.02 -0.55 0.100
H -0.5871 -1.4775 4.2416 -0.29 -0.08 0.22 0.029
H -1.8661 -2.7235 4.4481 0.11 0.35 0.31 0.080
H -3.9624 0.3921 5.8064 0.40 -0.26 0.19 0.076
H -3.6827 -1.2709 6.4021 0.17 0.25 -0.23 0.100
H -2.4765 -0.0029 6.7298 -0.27 -0.11 -0.18 0.085
H -4.2339 2.2337 1.8836 -0.16 0.15 0.23 0.081
H -5.6505 2.2432 2.9609 0.38 0.09 -0.01 0.088
H -4.1550 3.0392 3.4968 -0.13 -0.33 -0.25 0.080
H -5.0974 -0.8370 2.7528 -0.18 0.12 0.25 0.081
H -5.2284 -0.6419 4.5372 -0.08 0.02 -0.38 0.072
H -6.1840 0.3979 3.4552 0.19 -0.28 0.06 0.089
H -2.1537 3.4176 2.7799 0.13 -0.18 -0.20 0.084
H -0.4327 3.0710 2.7358 -0.09 -0.14 -0.03 0.081
H -1.5255 2.1722 1.6360 -0.07 0.03 0.30 0.064
H -2.3555 2.6183 5.3568 0.23 -0.20 0.07 0.096
H -1.0772 1.3960 5.7418 -0.19 0.19 -0.26 0.083
H -0.6616 2.9389 4.9762 -0.06 -0.24 -0.01 0.094
```
Forces are in eV/Å.

---

No. 2
Formula: C23H22GeMnNO4S2
Source: OMol25
Level of theory: the ωB97M-V functional and the def2-TZVPD basis

The multiplicity is 2. Its energy above the lowest of the compared OMol25 structures with the same formula, charge and spin is 0.0 kcal per mole. As for the HOMO-LUMO gap (alpha / beta): 5.856 / 6.162 eV. As for the net charge: +1.

The geometry in XYZ format:
```
54
Properties=species:S:1:pos:R:3:forces:R:3:lowdin_charge:R:1
Mn -0.0472 0.5632 -0.0016 0.24 -0.17 0.50 0.292
O 0.4793 -3.1685 1.9802 0.00 0.03 -0.03 0.192
C 0.4693 -1.9498 1.4872 0.07 -0.13 0.06 -0.415
O -0.4116 -1.5021 0.7820 -0.16 0.28 0.14 0.047
C 1.6361 -1.0985 1.8578 -0.05 0.03 0.00 -0.134
C 2.7240 -1.4691 2.6298 -0.02 0.04 0.00 0.061
C 3.7000 -0.5124 2.8665 0.05 0.01 0.03 0.006
C 3.5524 0.7683 2.3472 -0.01 -0.04 0.03 0.045
C 2.4263 1.0474 1.5914 -0.02 -0.05 -0.02 -0.133
N 1.5028 0.1200 1.3456 -0.04 0.00 -0.18 0.090
C 2.0565 2.3333 0.9127 0.01 -0.06 -0.04 -0.398
O 2.7576 3.4311 1.1017 -0.01 -0.03 -0.01 0.207
O 1.0885 2.3377 0.1800 0.08 0.20 0.04 0.053
H -0.3234 -3.6353 1.6867 -0.04 -0.03 -0.04 0.154
H 2.8012 -2.4709 3.0270 -0.01 -0.01 -0.01 0.137
H 4.5728 -0.7588 3.4550 0.00 0.00 0.00 0.129
H 4.3184 1.5096 2.5337 -0.02 0.02 -0.01 0.128
H 3.4644 3.3185 1.7503 0.02 0.01 -0.02 0.128
C 1.5860 1.3177 -4.0987 0.07 -0.04 -0.05 -0.108
C 0.6358 1.1267 -2.9490 -0.13 -0.01 0.08 -0.670
S 0.9285 -0.2777 -1.8824 0.13 0.03 -0.16 0.695
C -0.4504 1.8746 -2.7023 0.04 -0.05 0.02 -0.727
C -0.8743 3.0091 -3.5843 0.01 0.01 -0.05 -0.088
S -1.5306 1.5258 -1.3576 -0.35 -0.09 -0.07 0.677
H 2.3433 0.5349 -4.1087 0.00 0.00 0.00 0.067
H 2.1055 2.2756 -4.0350 -0.01 0.00 0.01 0.087
H 1.0615 1.2812 -5.0553 0.00 0.01 0.00 0.072
H -0.2042 3.1438 -4.4309 0.00 0.00 0.01 0.076
H -0.9169 3.9394 -3.0165 0.00 -0.01 0.01 0.085
H -1.8784 2.8148 -3.9676 0.00 0.00 0.01 0.080
Ge -0.7950 -1.7040 -2.5983 0.08 -0.16 -0.16 0.852
C -2.0867 -2.4197 -1.3303 0.02 -0.18 0.04 -0.353
C -3.0869 -1.7279 -0.6512 0.01 0.05 -0.18 -0.128
C -3.9439 -2.3914 0.2145 -0.02 0.08 0.00 -0.071
C -3.8191 -3.7587 0.4154 0.04 -0.05 0.01 -0.078
C -2.8396 -4.4663 -0.2672 -0.01 0.01 0.06 -0.088
C -1.9813 -3.7994 -1.1317 0.06 0.03 0.03 -0.145
C -1.5096 -0.8997 -4.1950 -0.04 0.07 -0.04 -0.350
C -2.7932 -0.3595 -4.2097 -0.03 0.01 0.04 -0.111
C -3.3054 0.1997 -5.3719 0.01 0.00 -0.01 -0.073
C -2.5379 0.2227 -6.5279 0.00 0.00 0.01 -0.072
C -1.2595 -0.3197 -6.5256 -0.03 0.02 0.00 -0.076
C -0.7497 -0.8789 -5.3634 0.04 -0.04 -0.01 -0.126
H 0.0749 -2.9346 -2.9220 0.02 0.07 -0.08 -0.007
H -3.2012 -0.6634 -0.8071 0.00 0.08 0.05 0.059
H -4.7174 -1.8383 0.7319 0.00 0.00 -0.01 0.110
H -4.4902 -4.2741 1.0900 -0.01 0.01 -0.01 0.108
H -2.7512 -5.5377 -0.1389 0.00 0.00 0.00 0.106
H -1.2248 -4.3715 -1.6573 0.00 0.02 -0.02 0.082
H -3.3998 -0.3688 -3.3116 0.01 0.00 -0.02 0.092
H -4.3050 0.6145 -5.3765 0.00 0.00 0.01 0.109
H -2.9402 0.6568 -7.4339 0.01 0.00 0.00 0.108
H -0.6644 -0.3118 -7.4295 0.00 0.00 0.00 0.108
H 0.2481 -1.3053 -5.3765 -0.01 -0.01 0.02 0.106
```
Forces are in eV/Å.

---

No. 3
Formula: C11H16N2O
Source: OMol25
Level of theory: the ωB97M-V functional and the def2-TZVPD basis

The multiplicity is 1. Its energy above the lowest of the compared OMol25 structures with the same formula, charge and spin is 161.0 kcal per mole. As for the HOMO-LUMO gap (alpha / beta): 6.984 / 7.244 eV. As for the net charge: 0.

The geometry in XYZ format:
```
30
Properties=species:S:1:pos:R:3:forces:R:3:lowdin_charge:R:1
C -1.0081 3.7804 0.6541 -0.93 0.19 -0.38 -0.096
C 0.0670 3.2818 1.3961 -0.22 -1.98 -1.43 -0.086
C -1.7647 2.9338 -0.2032 0.19 1.80 0.09 -0.089
C 0.5069 1.9619 1.1899 -2.25 -0.50 -0.92 -0.015
C -1.3146 1.6424 -0.3995 -0.49 -0.94 -1.39 -0.077
C -0.2243 1.0873 0.2904 1.07 0.75 0.25 -0.246
C 0.4107 -0.1908 -0.0121 -0.27 0.19 1.12 0.097
C -0.8604 -1.6410 1.6373 0.53 -1.41 -0.54 -0.043
C -0.9362 -2.0968 -0.8549 -0.96 0.64 0.53 -0.045
C 1.1474 -2.5209 0.4945 -2.03 -2.55 -3.50 -0.058
C -0.1093 -1.5780 0.3039 2.76 0.43 0.68 -0.600
N 2.3464 -0.4612 -2.0068 3.47 -3.04 -0.24 0.059
N 1.1118 -0.0906 -2.0829 -2.37 -0.94 1.28 -0.239
O 0.9038 1.0103 -2.5304 0.37 0.57 -0.62 -0.031
H -1.2782 4.8558 0.6570 0.23 -0.82 0.37 0.103
H 0.6683 3.8402 2.0440 0.48 1.22 0.83 0.078
H -2.6435 3.4053 -0.7809 1.60 -1.07 0.87 0.128
H 1.3072 1.4939 1.7236 0.58 0.25 0.25 0.096
H -1.7046 1.0789 -1.2778 -0.02 0.26 1.01 0.115
H -1.5950 -0.9232 1.5365 -1.82 1.61 0.54 0.055
H -1.3461 -2.6198 1.7820 0.18 0.19 -0.26 0.093
H -0.2386 -1.4998 2.5095 0.25 0.45 0.08 0.087
H -1.7420 -1.3741 -1.1799 1.04 -0.81 0.12 0.108
H -0.2922 -2.4636 -1.6376 -0.10 0.23 -0.52 0.072
H -1.3959 -2.9218 -0.3586 -0.86 -1.02 -0.36 0.066
H 0.7776 -3.5871 0.6697 0.17 1.16 -0.17 0.103
H 1.8251 -2.3749 1.2513 1.34 1.19 1.95 0.039
H 1.7358 -2.6454 -0.4688 -0.64 0.35 0.99 0.062
H 2.9634 0.1277 -2.5421 0.47 0.18 -0.05 0.099
H 2.6823 -1.5108 -1.8044 -1.76 3.45 -0.59 0.167
```
Forces are in eV/Å.